1.
ORCA calculation (ωB97M-V/def2-TZVPD) on a molecular structure, C24H26N2O2OsS2 in a non-equilibrium geometry.

- Multiplicity: 5
- E: -56516.895 eV
- Frontier orbital gap (spin up / spin down): 5.63 / 6.27 eV
- Energy above the lowest of the compared OMol25 structures with the same formula, charge and spin: 0.0 kcal/mol
- Strongest force on any atom: 3.8 eV/Å

Geometry (Å):
1 Os -0.148 1.033 0.153
2 C 0.634 -0.212 2.926
3 N 0.041 -0.587 1.583
4 C 0.827 -1.661 1.006
5 C 2.171 -1.026 0.569
6 N 1.965 0.381 0.095
7 C 2.187 0.263 -1.424
8 C 2.932 1.423 0.472
9 C 4.287 1.120 0.445
10 C 5.228 1.993 0.965
11 C 4.808 3.181 1.544
12 C 3.460 3.487 1.585
13 C 2.490 2.628 1.053
14 S 0.827 3.202 1.003
15 C -1.398 -0.882 1.961
16 C -1.629 -2.089 2.603
17 C -2.910 -2.547 2.878
18 C -3.993 -1.778 2.503
19 C -3.781 -0.565 1.865
20 C -2.510 -0.079 1.581
21 S -2.452 1.521 0.753
22 H 0.677 -1.111 3.544
23 H 0.057 0.555 3.415
24 H 1.659 0.142 2.790
25 H 0.295 -1.998 0.111
26 H 1.005 -2.519 1.655
27 H 2.649 -1.656 -0.177
28 H 2.841 -0.984 1.430
29 H 3.196 -0.107 -1.612
30 H 2.038 1.228 -1.891
31 H 1.471 -0.448 -1.838
32 H 4.624 0.188 0.007
33 H 6.279 1.737 0.926
34 H 5.529 3.868 1.966
35 H 3.127 4.410 2.041
36 H -0.789 -2.703 2.902
37 H -3.049 -3.498 3.374
38 H -5.003 -2.117 2.695
39 H -4.629 0.034 1.557
40 C -0.756 1.775 -4.087
41 C -0.921 1.043 -2.788
42 O -0.210 1.560 -1.793
43 C -1.760 -0.100 -2.698
44 C -1.968 -0.836 -1.503
45 C -2.787 -1.942 -1.448
46 C -3.449 -2.387 -2.590
47 C -3.269 -1.687 -3.783
48 C -2.454 -0.576 -3.845
49 H -0.073 2.609 -3.935
50 H -1.706 2.176 -4.451
51 H -0.343 1.130 -4.868
52 H -1.475 -0.489 -0.588
53 H -2.920 -2.461 -0.505
54 H -4.094 -3.255 -2.552
55 H -3.780 -2.017 -4.679
56 H -2.347 -0.062 -4.790
57 O -0.701 1.691 1.886

2.
ORCA calculation (ωB97M-V/def2-TZVPD) on C6H12O in the gas phase.

- E: -8462.777 eV
- Frontier orbital gap: 10.22 eV
- SMILES string: CCO[C@H]1C[C@H]1C
- Energy above the lowest of the compared OMol25 structures with the same formula, charge and spin: 36.4 kcal/mol
- Strongest force on any atom: 0.3 eV/Å

Geometry (Å):
1 C -1.361 -2.358 -0.117
2 C -1.731 -0.885 -0.039
3 O -0.637 -0.066 -0.414
4 C -0.154 0.812 0.552
5 C 1.171 0.542 1.214
6 C 1.042 1.610 0.150
7 C 1.634 1.394 -1.224
8 H -0.687 -2.644 0.696
9 H -0.861 -2.562 -1.068
10 H -2.260 -2.982 -0.060
11 H -2.080 -0.626 0.970
12 H -2.551 -0.669 -0.737
13 H -0.930 1.306 1.141
14 H 1.684 -0.373 0.929
15 H 1.316 0.846 2.248
16 H 1.063 2.641 0.501
17 H 1.085 1.971 -1.977
18 H 2.685 1.702 -1.255
19 H 1.571 0.341 -1.510

3.
ORCA calculation (ωB97M-V/def2-TZVPD) on 2 unconnected molecules or ions with the total composition C3H7NO2S in a non-equilibrium geometry.

- E: -19642.245 eV
- Frontier orbital gap: 9.02 eV
- SMILES string: O/C=C(/O)S.C=N
- Energy above the lowest of the compared OMol25 structures with the same formula, charge and spin: 77.5 kcal/mol
- Strongest force on any atom: 4.2 eV/Å

Geometry (Å):
1 O -0.497 -0.373 -1.891
2 C 0.751 -0.609 -1.423
3 C 0.925 -1.160 -0.200
4 O 2.154 -1.227 0.364
5 S -0.373 -1.956 0.792
6 H -1.188 -0.790 -1.278
7 H 1.626 -0.253 -1.911
8 H 2.218 -1.981 0.862
9 H -0.597 -0.937 1.532
10 C -1.078 1.827 0.241
11 N -0.815 1.454 1.401
12 H -1.096 2.774 -0.065
13 H -1.322 1.070 -0.444
14 H -0.708 2.159 2.019

4.
ORCA calculation (ωB97M-V/def2-TZVPD) on a molecular structure, C25H29BiBr3N5O3S.

- E: -266777.749 eV
- Frontier orbital gap: 5.51 eV
- Energy above the lowest of the compared OMol25 structures with the same formula, charge and spin: 71.5 kcal/mol
- Net charge: +2
- Strongest force on any atom: 0.2 eV/Å

Geometry (Å):
1 Bi 0.120 -0.289 -0.230
2 C 1.800 1.196 -2.685
3 C 0.964 0.396 -3.665
4 N 0.477 -0.874 -3.091
5 C 1.030 -2.086 -3.665
6 C 2.387 -2.444 -3.130
7 S 2.538 -0.104 0.512
8 C 2.978 1.608 0.051
9 C 1.831 2.402 -0.561
10 N 1.031 1.574 -1.487
11 H 2.180 2.095 -3.180
12 H 2.660 0.615 -2.345
13 H 1.550 0.214 -4.570
14 H 0.097 0.989 -3.960
15 H -0.534 -0.889 -3.155
16 H 1.180 -2.012 -4.756
17 H 0.340 -2.919 -3.519
18 H 3.063 -1.623 -2.910
19 H 2.870 -3.299 -3.598
20 H 3.827 1.548 -0.628
21 H 3.316 2.120 0.950
22 H 2.236 3.268 -1.093
23 H 1.163 2.757 0.218
24 H 0.184 2.068 -1.764
25 Br -0.324 -4.325 5.965
26 C -0.203 -3.363 4.369
27 C -1.086 -2.340 4.084
28 C -0.951 -1.671 2.876
29 N -0.009 -1.951 1.977
30 C 0.843 -2.946 2.268
31 C 0.782 -3.678 3.440
32 C 1.888 -3.255 1.264
33 C 3.132 -3.778 1.594
34 C 4.077 -4.025 0.602
35 Br 5.747 -4.720 1.044
36 C 3.794 -3.731 -0.738
37 C 2.535 -3.224 -0.855
38 N 1.612 -2.981 -0.032
39 H -1.870 -2.066 4.774
40 H -1.645 -0.884 2.617
41 H 1.463 -4.496 3.628
42 H 3.389 -3.962 2.626
43 H 4.493 -3.887 -1.543
44 H 2.120 -2.875 -2.016
45 Br -1.354 6.148 3.360
46 C -2.346 4.624 2.861
47 C -3.710 4.576 3.112
48 C -4.437 3.451 2.744
49 C -3.807 2.384 2.126
50 C -2.438 2.445 1.877
51 C -1.700 3.566 2.248
52 C -1.780 1.303 1.198
53 O -2.392 0.299 0.832
54 O -0.490 1.415 0.981
55 H -4.198 5.411 3.595
56 H -5.498 3.414 2.946
57 H -4.360 1.500 1.837
58 H -0.636 3.605 2.066
59 C -3.157 2.608 -1.863
60 C -2.877 1.141 -2.010
61 N -3.923 0.318 -2.041
62 O -1.709 0.716 -2.101
63 H -4.210 2.853 -1.980
64 H -2.577 3.159 -2.601
65 H -2.836 2.927 -0.870
66 H -4.863 0.660 -1.943
67 H -3.775 -0.677 -2.057

5.
ORCA calculation (ωB97M-V/def2-TZVPD) on C2H2ClN3O4 in the gas phase in a non-equilibrium geometry.

- E: -27278.506 eV
- Frontier orbital gap (spin up / spin down): 7.96 / 7.81 eV
- Energy above the lowest of the compared OMol25 structures with the same formula, charge and spin: 61.2 kcal/mol
- Strongest force on any atom: 4.4 eV/Å

Geometry (Å):
1 C -0.375 0.705 0.543
2 C -0.848 -0.585 -0.122
3 N 1.443 -0.866 -0.132
4 N 0.328 -1.488 0.186
5 N -0.103 1.923 -0.187
6 O -0.110 3.003 0.433
7 O 2.597 -1.136 0.151
8 O 0.205 -2.702 0.298
9 O 0.082 1.796 -1.359
10 Cl -1.127 -0.533 -1.906
11 H -0.333 0.876 1.735
12 H -1.759 -0.994 0.360